{"formula": "C3H8NO2S2", "method": "ωB97M-V/def2-TZVPD", "species": ["C", "C", "C", "N", "O", "O", "S", "S", "H", "H", "H", "H", "H", "H", "H", "H"], "positions_angstrom": [[-0.007, 1.229, -0.972], [0.646, -1.266, -0.172], [0.220, 0.158, 0.225], [-1.051, 0.021, 1.010], [0.210, 2.488, -0.633], [-0.973, 0.855, -1.867], [1.587, 1.903, -1.433], [0.412, -2.397, 1.330], [-0.035, -1.848, -0.904], [1.756, -1.192, -0.525], [0.913, 0.574, 1.036], [-1.094, 0.844, 1.617], [-1.049, -0.930, 1.356], [-1.900, 0.045, 0.526], [-0.994, 1.270, -2.696], [1.358, -1.754, 2.101]], "lowdin_charge": [-0.836, -0.424, -0.310, 0.176, -0.303, 0.090, 1.023, 0.779, 0.115, 0.129, 0.172, 0.189, 0.028, 0.145, 0.103, -0.077], "orbital_gap_ev": 9.554, "smiles": "[NH3+][C@@H](CS)[C@@]1(O)OS1", "lumo_energy_ev": -3.493, "de_lowest_kj_mol": 297.1, "total_charge": 1}

{"formula": "C3H8NO3", "method": "ωB97M-V/def2-TZVPD", "species": ["C", "O", "C", "H", "H", "H", "H", "H", "H", "N", "C", "O", "O", "H", "H"], "positions_angstrom": [[-1.692, 0.265, 0.807], [-0.702, -0.132, 1.719], [-1.965, -0.782, -0.263], [-2.611, 0.431, 1.382], [-1.421, 1.217, 0.329], [0.140, -0.301, 1.210], [-2.330, -1.696, 0.212], [-2.718, -0.423, -0.961], [-1.046, -1.027, -0.786], [3.108, 0.679, -0.537], [1.735, 0.306, -0.523], [0.965, 1.000, -1.197], [1.451, -0.648, 0.271], [3.732, -0.067, -0.284], [3.354, 1.179, -1.380]], "lowdin_charge": [-0.370, -0.123, -0.105, 0.093, 0.098, 0.022, 0.062, 0.058, 0.057, 0.082, -0.819, -0.058, -0.107, 0.053, 0.057], "orbital_gap_ev": 8.939, "lumo_energy_ev": 4.322, "de_lowest_kj_mol": 9.8, "total_charge": -1}

{"formula": "C3H8NO3", "method": "ωB97M-V/def2-TZVPD", "species": ["O", "C", "N", "C", "O", "C", "H", "H", "H", "H", "H", "H", "H", "H", "O"], "positions_angstrom": [[-1.835, 0.528, 1.031], [-1.406, -0.187, 0.072], [-0.228, 0.069, -0.796], [0.596, 0.926, 0.000], [1.901, 1.342, -0.394], [-2.267, -1.347, -0.550], [-0.474, -0.833, 0.151], [-0.005, 1.802, 0.330], [0.753, 0.311, 0.985], [-1.796, -2.009, -1.271], [-3.140, -0.958, -1.082], [-2.710, -1.820, 0.332], [2.389, 0.404, -0.275], [3.561, -1.148, 0.564], [2.619, -0.943, 0.450]], "lowdin_charge": [-0.027, -0.614, 0.179, -0.388, -0.160, -0.027, 0.159, 0.119, 0.141, 0.070, 0.065, 0.072, 0.020, -0.121, -0.487], "orbital_gap_ev": 7.023, "lumo_energy_ev": 3.219, "de_lowest_kj_mol": 580.5, "total_charge": -1}

{"formula": "C3H8NO3S", "method": "ωB97M-V/def2-TZVPD", "species": ["C", "C", "S", "N", "C", "O", "O", "H", "H", "H", "H", "H", "H", "H", "H", "O"], "positions_angstrom": [[-0.461, -0.952, 0.490], [0.603, -0.300, 1.331], [2.114, -1.264, 1.573], [-1.594, -0.059, 0.382], [-1.806, 0.650, -0.884], [-0.789, 0.748, -1.606], [-2.971, 1.048, -1.049], [-0.106, -1.173, -0.507], [-0.757, -1.929, 0.883], [0.744, 0.719, 0.972], [0.188, -0.088, 2.325], [2.748, -0.845, 0.468], [-2.493, -0.391, 0.689], [0.991, 1.413, -1.142], [1.728, 0.927, -2.346], [1.862, 1.496, -1.578]], "lowdin_charge": [-0.332, -0.593, 0.658, 0.009, -0.765, -0.079, -0.070, 0.099, 0.103, 0.068, 0.063, -0.161, 0.095, -0.008, 0.022, -0.109], "orbital_gap_ev": 7.808, "lumo_energy_ev": 3.075, "de_lowest_kj_mol": 19.3, "total_charge": -1}

{"formula": "C3H8NO9P2Re", "method": "ωB97M-V/def2-TZVPD", "species": ["Re", "O", "P", "O", "O", "O", "P", "O", "O", "O", "H", "H", "N", "C", "C", "C", "O", "O", "H", "H", "H", "H", "H", "H"], "positions_angstrom": [[0.548, 0.170, 0.287], [-0.156, 4.367, 0.013], [0.178, 2.937, -0.502], [-0.412, 2.450, -1.742], [-0.092, 1.982, 0.719], [1.822, 2.971, -0.563], [2.552, 1.573, -0.431], [4.022, 1.880, -0.777], [1.824, 0.532, -1.288], [2.306, 1.043, 0.990], [-0.653, 4.926, -0.606], [4.489, 1.326, -1.425], [-0.197, -0.322, 2.249], [-1.304, -1.323, 2.359], [-1.024, -2.573, 1.525], [-1.196, -2.289, 0.035], [-2.007, -2.804, -0.656], [-0.333, -1.332, -0.432], [0.596, -0.624, 2.815], [-0.496, 0.569, 2.648], [-2.222, -0.843, 2.022], [-1.429, -1.606, 3.403], [-1.724, -3.361, 1.787], [-0.004, -2.926, 1.700]], "lowdin_charge": [1.796, -0.036, 0.245, -0.208, -0.396, -0.187, 0.234, 0.004, -0.321, -0.331, 0.129, 0.142, -0.072, -0.174, -0.081, -0.526, 0.199, -0.214, 0.130, 0.120, 0.141, 0.134, 0.138, 0.132], "orbital_gap_ev": [8.893, 8.760], "spin_multiplicity": 4, "s_squared": 3.76, "lumo_energy_ev": [-5.051, -5.703], "de_lowest_kj_mol": 0.0, "total_charge": 1}

{"formula": "C3H8NOP", "method": "ωB97M-V/def2-TZVPD", "species": ["C", "C", "C", "N", "O", "P", "H", "H", "H", "H", "H", "H", "H", "H"], "positions_angstrom": [[1.651, 0.686, -0.474], [2.197, -0.540, 0.123], [-2.793, 0.081, -0.183], [0.918, -0.506, -0.522], [-1.407, -0.110, -0.550], [-0.379, -1.140, 0.155], [1.173, 1.191, 0.487], [2.010, 1.108, -1.332], [3.052, -1.111, -0.323], [2.207, -0.614, 1.176], [-2.721, 0.810, 0.638], [-3.130, -0.820, 0.135], [-3.438, 0.328, -1.177], [0.660, 0.636, 1.847]], "lowdin_charge": [-0.190, -0.255, -0.126, -0.415, -0.497, 0.981, 0.013, 0.083, 0.119, 0.024, 0.090, 0.013, 0.143, 0.018], "orbital_gap_ev": [7.353, 7.352], "lumo_energy_ev": [-0.143, -0.143], "de_lowest_kj_mol": 503.9, "total_charge": 0}

{"formula": "C3H8NOP", "method": "ωB97M-V/def2-TZVPD", "species": ["C", "C", "C", "N", "O", "P", "H", "H", "H", "H", "H", "H", "H", "H"], "positions_angstrom": [[1.417, 0.879, 0.459], [0.029, -0.644, -0.886], [0.784, -0.429, 0.196], [-2.588, -1.078, 0.550], [-1.768, 1.487, 0.275], [-1.874, 0.097, -0.214], [1.496, 0.870, 1.500], [2.534, 0.978, 0.174], [0.681, 1.600, 0.198], [-0.432, -1.614, -1.093], [-0.045, 0.216, -1.530], [-2.371, 0.071, -1.581], [0.954, -1.158, 0.917], [-2.692, -0.880, 1.501]], "lowdin_charge": [-0.069, -0.167, -0.177, -0.219, -0.389, 0.500, 0.056, 0.136, 0.059, 0.091, 0.075, 0.057, 0.104, -0.059], "orbital_gap_ev": [8.280, 8.280], "lumo_energy_ev": [-0.854, -0.854], "de_lowest_kj_mol": 207.4, "total_charge": 0}

{"formula": "C3H8NOS", "method": "ωB97M-V/def2-TZVPD", "species": ["C", "C", "S", "N", "C", "O", "H", "H", "H", "H", "H", "H", "H", "H"], "positions_angstrom": [[-0.759, 0.126, 0.422], [0.331, -0.828, 0.942], [-0.189, -2.586, 1.283], [-0.074, 1.339, -0.058], [0.781, 1.045, -1.335], [0.332, 0.039, -2.066], [-1.245, 0.456, 1.356], [-1.393, -0.426, -0.269], [1.183, -0.890, 0.274], [0.726, -0.527, 1.919], [-1.303, -2.716, 0.608], [-0.868, 1.923, -0.310], [1.794, 1.023, -0.879], [0.683, 2.022, -1.888]], "lowdin_charge": [-0.347, -0.542, 0.615, -0.095, -0.561, -0.320, 0.096, 0.083, 0.041, 0.048, -0.207, 0.059, 0.062, 0.068], "orbital_gap_ev": 6.065, "smiles": "[O-]CNCCS", "lumo_energy_ev": 3.357, "de_lowest_kj_mol": 209.2, "total_charge": -1}

{"formula": "C3H8NOS", "method": "ωB97M-V/def2-TZVPD", "species": ["C", "S", "H", "H", "H", "O", "C", "C", "N", "H", "H", "H", "H", "H"], "positions_angstrom": [[2.283, -0.815, 0.093], [0.601, -1.280, 0.669], [2.671, 0.015, 0.658], [2.934, -1.695, 0.216], [2.215, -0.569, -0.959], [0.819, 1.416, -0.867], [0.019, 0.994, 0.002], [-1.396, 0.571, -0.482], [-2.184, -0.082, 0.585], [0.104, 1.208, 1.139], [-1.909, 1.515, -0.680], [-1.296, -0.003, -1.409], [-3.112, -0.275, 0.176], [-1.750, -1.002, 0.862]], "lowdin_charge": [-0.581, 0.379, -0.001, -0.009, -0.006, -0.150, -0.530, -0.343, -0.079, 0.097, 0.093, 0.094, 0.045, -0.011], "orbital_gap_ev": 7.061, "lumo_energy_ev": 4.064, "de_lowest_kj_mol": 125.0, "total_charge": -1}